Molecular formula: C30H28AsN7O4S2Ti
Method: DFT, ωB97M-V/def2-TZVPD

Its largest force on an atom is 1.7 eV Å⁻¹. The molar mass comes out at 737.52 g mol⁻¹. The value obtained for the total energy is -155806.8060 eV. The HOMO energy comes out at -5.581 eV. The energy above the lowest of the compared OMol25 structures with the same formula, charge and spin comes out at 123.41 kcal per mole. As for the total charge: 0.

Each line ends with the Mulliken charge.
Element x y z (Å)
Ti (-0.2411, 0.4420, -0.3641)  -1.623
O (-1.4536, 1.4128, 1.5310)  0.481
C (-2.6064, 2.1470, 1.6597)  0.096
C (-3.2254, 2.1291, 2.9031)  -0.059
C (-4.4195, 2.8069, 3.1078)  -0.820
C (-5.0164, 3.5022, 2.0676)  -0.734
C (-4.3969, 3.5282, 0.8280)  -0.907
C (-3.1879, 2.8767, 0.6067)  0.446
C (-2.5613, 2.9869, -0.7182)  -0.547
N (-1.3427, 2.6823, -0.8060)  0.357
N (-0.7306, 2.6187, -2.0808)  -1.056
C (0.6313, 2.0333, -1.8183)  1.445
O (1.0207, 1.8039, -0.5024)  -0.854
C (1.6894, 2.2902, -2.8202)  0.193
C (2.9717, 1.8140, -2.5677)  -0.463
C (3.9624, 1.9350, -3.5317)  -0.738
C (3.6802, 2.5293, -4.7538)  -0.471
C (2.4024, 3.0120, -5.0033)  -0.754
C (1.4076, 2.8926, -4.0431)  -0.486
H (-2.7406, 1.5960, 3.7096)  0.555
H (-4.8805, 2.7905, 4.0873)  0.425
H (-5.9491, 4.0282, 2.2213)  0.406
H (-4.8465, 4.0757, 0.0072)  0.422
H (-3.1528, 3.3048, -1.5788)  0.395
H (3.1807, 1.3490, -1.6135)  0.416
H (4.9579, 1.5617, -3.3268)  0.414
H (4.4514, 2.6168, -5.5085)  0.393
H (2.1785, 3.4909, -5.9484)  0.409
H (0.4163, 3.2883, -4.2265)  0.459
N (2.4710, -2.6140, 0.7951)  0.095
C (2.7697, -2.3724, 2.1066)  0.026
C (3.4836, -3.3146, 2.8706)  -0.765
C (3.7415, -3.0925, 4.2044)  -0.545
C (3.3013, -1.9350, 4.8533)  -0.817
C (2.6328, -0.9778, 4.1189)  -0.796
C (2.3817, -1.1903, 2.7665)  0.899
S (1.7524, 0.0877, 1.7671)  0.365
N (0.7949, -0.8854, 0.7439)  0.890
C (1.5660, -1.8314, 0.0383)  -0.436
C (1.3739, -1.8731, -1.3055)  0.159
C (1.9057, -2.8062, -2.2636)  -1.391
C (1.5948, -2.6510, -3.5788)  -0.366
C (0.7661, -1.6037, -4.0494)  -1.278
C (0.2571, -0.7470, -3.1042)  0.191
N (0.4967, -0.8786, -1.7742)  1.414
H (2.9252, -3.3885, 0.3458)  0.195
H (3.8195, -4.2277, 2.3916)  0.397
H (4.2924, -3.8414, 4.7601)  0.381
H (3.4886, -1.7863, 5.9074)  0.401
H (2.2890, -0.0575, 4.5732)  0.484
H (2.5611, -3.6059, -1.9432)  0.393
H (2.0095, -3.3462, -4.3000)  0.411
H (0.5597, -1.4593, -5.0993)  0.461
H (-0.3465, 0.8070, -4.2673)  0.568
N (-0.5391, 0.3605, -3.3810)  -0.125
C (-0.5397, 1.1676, -2.2189)  0.451
C (-4.0135, -2.3624, 0.3735)  -1.286
As (-2.2422, -1.7964, 0.7717)  1.230
C (-2.2304, -1.3200, 2.6126)  -0.885
C (-1.1801, -3.3617, 0.5302)  -1.183
O (-1.9644, -0.5563, -0.3574)  -0.423
H (-4.2985, -3.2107, 0.9930)  0.448
H (-4.0384, -2.6401, -0.6784)  0.383
H (-4.6939, -1.5293, 0.5358)  0.372
H (-2.4225, -2.2416, 3.1639)  0.588
H (-3.0279, -0.6013, 2.7853)  0.289
H (-1.2705, -0.8865, 2.8851)  0.107
H (-1.8115, -4.2041, 0.8107)  0.499
H (-0.2888, -3.3151, 1.1497)  0.281
H (-0.8880, -3.4369, -0.5159)  0.308
O (-0.4141, 2.9614, 3.4057)  -0.555
S (0.1055, 2.2229, 2.2762)  0.557
N (0.6712, 0.7965, 2.7837)  -0.189